Here is 2 unconnected molecules or ions with the total composition C9H14N3O2 in a non-equilibrium geometry from the OMol25 dataset. Energies are from ωB97M-V/def2-TZVPD.

Calculated values
Relative energy (zero: lowest compared OMol25 entry of this formula, charge and spin): 0.5730 eV
⟨S²⟩: 2.044
Highest occupied orbital energy (spin up / spin down): -9.132 / -13.379 eV
LUMO energy (spin up / spin down): -3.29 / -6.88 eV
Gap between HOMO and LUMO (spin up / spin down): 5.8 / 6.5 eV

The geometry in ORCA input format:
```
! wB97M-V def2-TZVPD RIJCOSX def2/J DEFGRID3
* xyz 1 3
C 3.436 0.993 0.353
C 2.952 0.954 -0.983
C 2.601 0.609 1.405
C 1.696 0.514 -1.173
C 1.365 0.048 1.064
C -2.351 1.537 0.263
C -1.402 -0.578 -1.693
C -0.478 -2.894 -0.072
C -1.345 -0.725 -0.230
N 0.899 0.034 -0.178
N -2.603 2.107 1.477
N -1.794 0.278 0.570
O -2.436 2.064 -0.778
O -1.162 -1.821 0.424
H 4.438 1.362 0.436
H 3.567 1.479 -1.736
H 2.837 0.392 2.441
H 1.202 0.415 -2.169
H 0.865 -0.261 1.834
H -2.407 -0.900 -2.065
H -0.499 -1.096 -2.207
H -1.567 0.542 -1.955
H -1.004 -3.795 0.392
H 0.670 -3.005 0.325
H -0.596 -3.013 -1.175
H -2.253 1.744 2.313
H -2.867 3.057 1.624
H -1.765 -0.041 1.494
*
```

=====

Here is 8 unconnected molecules or ions with the total composition C33H70O9P in a non-equilibrium geometry from the OMol25 dataset. Energies are from ωB97M-V/def2-TZVPD.

Calculated values
Highest occupied orbital energy: -3.501 eV
LUMO energy: 2.05 eV
Gap between HOMO and LUMO: 5.6 eV

The geometry in ORCA input format:
```
! wB97M-V def2-TZVPD RIJCOSX def2/J DEFGRID3
* xyz -1 1
C 3.328 -2.423 0.737
C 3.351 -0.798 0.509
C 4.585 -0.013 1.248
C 4.852 1.500 0.675
C 3.510 2.311 0.197
C 2.583 2.897 1.423
C 1.111 2.131 1.566
C 1.089 1.286 2.971
C 0.325 -0.163 2.900
C -1.274 -0.088 2.546
C -1.632 0.027 0.952
C -0.787 -0.832 -0.158
O -0.900 -0.176 -1.503
P -1.954 1.243 -1.335
O -1.964 1.376 0.407
H 3.425 -2.730 1.877
H 2.251 -2.802 0.399
H 4.090 -3.008 0.043
H 3.466 -0.626 -0.661
H 2.359 -0.250 0.818
H 4.335 0.010 2.414
H 5.559 -0.699 1.167
H 5.553 1.409 -0.274
H 5.394 2.117 1.523
H 3.898 3.267 -0.403
H 2.821 1.727 -0.558
H 3.116 2.926 2.465
H 2.311 4.023 1.138
H 0.873 1.442 0.626
H 0.274 2.972 1.670
H 2.215 1.081 3.291
H 0.648 1.975 3.834
H 0.816 -0.952 2.188
H 0.399 -0.630 3.997
H -1.791 -1.055 2.983
H -1.716 0.896 3.058
H -2.696 -0.513 0.910
H -0.932 -1.998 -0.238
H 0.340 -0.631 0.085
H -1.813 1.489 -2.772
H -0.849 2.208 -1.260
H -3.021 2.253 -1.372
H -3.000 0.255 -1.467
C -2.089 6.176 -3.287
C -2.147 4.679 -3.435
O -1.193 3.969 -3.121
C -3.417 4.084 -3.983
H -1.114 6.463 -2.880
H -2.215 6.651 -4.263
H -2.868 6.511 -2.597
H -3.601 4.466 -4.991
H -4.255 4.326 -3.325
H -3.315 2.995 -4.035
C -0.923 7.127 2.867
C -0.980 5.630 2.718
O -0.026 4.920 3.032
C -2.250 5.036 2.170
H 0.053 7.414 3.273
H -1.048 7.603 1.891
H -1.701 7.462 3.556
H -2.435 5.418 1.163
H -3.088 5.278 2.829
H -2.148 3.947 2.118
C -6.743 5.805 3.034
C -6.258 4.523 3.656
O -5.058 4.305 3.817
C -7.297 3.518 4.074
H -5.883 6.434 2.782
H -7.296 5.586 2.117
H -7.377 6.345 3.741
H -7.876 3.197 3.204
H -7.956 3.956 4.828
H -6.802 2.642 4.507
C 5.519 -5.120 -3.787
C 4.710 -4.408 -2.736
O 5.246 -3.912 -1.746
C 3.221 -4.327 -2.942
H 6.577 -5.101 -3.506
H 5.196 -6.162 -3.862
H 5.403 -4.616 -4.750
H 2.796 -5.333 -2.980
H 3.004 -3.787 -3.867
H 2.768 -3.786 -2.105
C -2.943 -1.599 7.246
C -3.160 -1.467 5.762
O -2.767 -2.330 4.979
C -3.877 -0.237 5.273
H -2.414 -2.536 7.453
H -2.336 -0.766 7.608
H -3.907 -1.621 7.762
H -3.311 0.657 5.548
H -4.882 -0.197 5.701
H -3.962 -0.276 4.182
C 3.629 -6.582 -7.251
C 5.101 -6.300 -7.390
O 5.819 -6.155 -6.402
C 5.661 -6.203 -8.784
H 3.366 -6.625 -6.189
H 3.052 -5.783 -7.722
H 3.391 -7.546 -7.709
H 5.174 -5.387 -9.323
H 5.513 -7.149 -9.310
H 6.735 -5.996 -8.730
C 0.057 -6.387 -0.355
C -0.160 -6.255 -1.839
O 0.233 -7.118 -2.622
C -0.877 -5.024 -2.328
H 0.586 -7.323 -0.149
H 0.664 -5.554 0.007
H -0.907 -6.409 0.160
H -0.311 -4.131 -2.054
H -1.882 -4.985 -1.900
H -0.962 -5.064 -3.419
*
```

=====

Here is a molecular structure, C35H26BBr3CrN4O3 in a non-equilibrium geometry from the OMol25 dataset. Energies are from ωB97M-V/def2-TZVPD.

Calculated values
Relative energy (zero: lowest compared OMol25 entry of this formula, charge and spin): 1.1363 eV
⟨S²⟩: 6.213
Highest occupied orbital energy (spin up / spin down): 0.762 / -1.353 eV
LUMO energy (spin up / spin down): 3.04 / 3.49 eV
Gap between HOMO and LUMO (spin up / spin down): 2.3 / 4.8 eV

The geometry in ORCA input format:
```
! wB97M-V def2-TZVPD RIJCOSX def2/J DEFGRID3
* xyz -2 5
Cr 0.196 -1.212 1.113
N -9.712 -2.592 -0.924
C -8.605 -2.530 -0.591
C -7.198 -2.207 -0.372
C -6.559 -2.521 0.811
C -5.194 -2.245 0.949
C -4.464 -1.687 -0.102
C -5.129 -1.325 -1.277
C -6.497 -1.560 -1.386
C -2.989 -1.480 0.032
C -2.574 -0.200 0.359
C -3.408 0.969 0.337
C -2.590 2.041 0.596
C -1.286 1.497 0.771
N -1.259 0.211 0.566
C -2.187 -2.527 -0.327
C -2.627 -3.791 -0.867
C -1.431 -4.464 -1.172
C -0.386 -3.618 -0.762
N -0.813 -2.474 -0.255
H -7.101 -2.966 1.636
H -4.683 -2.471 1.888
H -4.569 -0.853 -2.075
H -7.098 -1.294 -2.249
H -4.507 0.970 0.177
H -2.848 3.076 0.589
H -0.399 2.004 1.121
H -3.640 -4.123 -1.004
H -1.247 -5.401 -1.701
H 0.662 -3.878 -0.857
Br 1.139 -5.512 2.586
C 2.467 -4.736 1.464
C 3.577 -5.498 1.157
C 4.511 -4.919 0.334
Br 5.990 -5.889 -0.295
C 4.387 -3.612 -0.192
C 5.399 -3.030 -0.990
C 5.180 -1.742 -1.484
C 4.013 -1.073 -1.198
N 3.076 -1.560 -0.334
C 3.222 -2.852 0.175
C 2.246 -3.429 1.043
O 1.155 -2.847 1.509
H 3.781 -6.494 1.609
H 6.339 -3.501 -1.206
H 5.896 -1.223 -2.119
H 3.842 -0.049 -1.582
C 1.317 5.750 1.840
C 1.823 5.479 0.427
C 1.164 6.521 -0.545
C 3.355 5.642 0.392
C 1.535 4.051 -0.033
C 0.887 3.741 -1.252
C 0.842 2.438 -1.759
C 1.468 1.447 -1.021
O 1.498 0.130 -1.284
B 1.932 -0.543 -0.015
O 2.562 0.593 0.780
C 2.086 1.715 0.191
C 2.097 2.983 0.690
H 1.487 6.772 2.144
H 1.888 5.113 2.538
H 0.249 5.569 1.942
H 1.424 7.534 -0.275
H 0.092 6.473 -0.497
H 1.506 6.364 -1.591
H 3.627 6.672 0.658
H 3.707 5.372 -0.627
H 3.789 4.966 1.132
H 0.404 4.560 -1.735
H 0.226 2.194 -2.644
H 2.597 3.174 1.641
Br 0.361 -0.091 3.401
*
```

=====

Here is a gas-phase ion, C5H5N2 (charge +1) in a non-equilibrium geometry from the OMol25 dataset. Energies are from ωB97M-V/def2-TZVPD.

Calculated values
Relative energy (zero: lowest compared OMol25 entry of this formula, charge and spin): 5.4258 eV
Highest occupied orbital energy: -15.157 eV
LUMO energy: -6.87 eV
Gap between HOMO and LUMO: 8.3 eV

The geometry in ORCA input format:
```
! wB97M-V def2-TZVPD RIJCOSX def2/J DEFGRID3
* xyz 1 1
C -1.254 -1.595 0.046
C -2.453 1.676 -0.097
C -0.539 -0.291 0.023
C -2.885 0.477 0.090
C 0.894 -0.100 -0.014
N -2.523 -1.639 -0.020
N -1.382 0.697 0.031
H -0.986 -2.654 -0.140
H -2.372 2.618 -0.461
H 1.093 0.884 0.596
H 1.457 -0.899 0.543
H 1.449 -0.088 -0.977
*
```

=====

Here is a molecular structure, C3HAlO2 in a non-equilibrium geometry from the OMol25 dataset. Energies are from ωB97M-V/def2-TZVPD.

Calculated values
Relative energy (zero: lowest compared OMol25 entry of this formula, charge and spin): 2.5776 eV
Highest occupied orbital energy (spin up / spin down): -21.528 / -19.119 eV
LUMO energy (spin up / spin down): -11.79 / -13.60 eV
Gap between HOMO and LUMO (spin up / spin down): 9.7 / 5.5 eV

The geometry in ORCA input format:
```
! wB97M-V def2-TZVPD RIJCOSX def2/J DEFGRID3
* xyz 2 1
C -0.071 -0.489 1.763
C 0.387 -0.356 0.638
Al -0.717 -0.678 3.198
O 1.045 -0.563 -0.643
C 0.665 0.598 -1.137
O -0.574 0.470 -1.520
H -0.736 1.019 -2.299
*
```

=====

Here is a single C2H7OP molecule in a non-equilibrium geometry from the OMol25 dataset. Energies are from ωB97M-V/def2-TZVPD.

Calculated values
Relative energy (zero: lowest compared OMol25 entry of this formula, charge and spin): 1.7565 eV
Highest occupied orbital energy: -9.552 eV
SMILES: C[C@@H](O)P
LUMO energy: 0.83 eV
Gap between HOMO and LUMO: 10.4 eV

The geometry in ORCA input format:
```
! wB97M-V def2-TZVPD RIJCOSX def2/J DEFGRID3
* xyz 0 1
C 0.109 1.238 0.273
C -0.043 -0.284 0.343
O -1.314 -0.595 -0.023
P 1.231 -1.037 -0.935
H -0.017 1.702 -0.774
H -0.731 1.540 0.902
H 1.040 1.510 0.876
H 0.231 -0.406 1.377
H -1.883 0.160 0.444
H 0.276 -1.309 -1.848
H 1.103 -2.518 -0.634
*
```

=====

Here is 2 unconnected molecules or ions with the total composition C4H2NO2 in a non-equilibrium geometry from the OMol25 dataset. Energies are from ωB97M-V/def2-TZVPD.

Calculated values
Relative energy (zero: lowest compared OMol25 entry of this formula, charge and spin): 1.9178 eV
Highest occupied orbital energy: -2.752 eV
LUMO energy: 4.03 eV
Gap between HOMO and LUMO: 6.8 eV

The geometry in ORCA input format:
```
! wB97M-V def2-TZVPD RIJCOSX def2/J DEFGRID3
* xyz -1 1
C -1.072 0.269 -0.719
C -1.090 -0.759 0.438
C -2.277 -0.457 -0.405
C 1.942 0.197 0.087
N 0.066 -0.531 -0.362
O 2.633 -0.697 0.412
O 1.818 1.352 -0.162
H -1.019 1.342 -0.811
H -1.002 -0.717 1.524
*
```

=====

Here is 9 unconnected molecules or ions with the total composition C14H11Cl34NO in a non-equilibrium geometry from the OMol25 dataset. Energies are from ωB97M-V/def2-TZVPD.

Calculated values
Highest occupied orbital energy: -9.294 eV
SMILES: C/C(Cl)=C(\Cl)COCCN.ClC(Cl)(Cl)Cl.ClC(Cl)(Cl)Cl.ClC(Cl)(Cl)Cl.ClC(Cl)(Cl)Cl.ClC(Cl)(Cl)Cl.ClC(Cl)(Cl)Cl.ClC(Cl)(Cl)Cl.ClC(Cl)(Cl)Cl
LUMO energy: -0.15 eV
Gap between HOMO and LUMO: 9.1 eV

The geometry in ORCA input format:
```
! wB97M-V def2-TZVPD RIJCOSX def2/J DEFGRID3
* xyz 0 1
C -1.415 2.018 1.222
C -0.939 0.589 0.497
Cl -1.961 -0.911 0.985
C 0.203 0.485 -0.459
Cl 1.168 2.042 -0.929
C 0.718 -0.903 -1.162
O 0.837 -2.057 -0.259
C 1.850 -1.853 0.788
C 1.079 -2.201 2.231
N 2.015 -2.899 3.204
H -2.396 2.461 0.739
H -0.519 2.800 1.225
H -1.572 1.730 2.369
H 1.786 -0.764 -1.673
H -0.017 -1.178 -2.056
H 2.759 -2.612 0.628
H 2.331 -0.787 0.817
H 0.661 -1.206 2.686
H 0.183 -2.931 1.999
H 1.608 -3.873 3.298
H 1.831 -2.422 4.134
C 0.904 -5.543 -1.249
Cl 1.514 -4.492 -2.552
Cl -0.639 -4.895 -0.636
Cl 0.646 -7.187 -1.884
Cl 2.093 -5.597 0.076
C 1.792 -1.386 -5.387
Cl 2.114 -0.660 -6.982
Cl 1.283 -0.114 -4.248
Cl 0.497 -2.601 -5.538
Cl 3.273 -2.169 -4.781
C -1.214 4.157 4.937
Cl 0.086 5.334 5.254
Cl -2.407 4.221 6.259
Cl -2.014 4.556 3.396
Cl -0.521 2.519 4.841
C -1.921 1.824 -5.367
Cl -0.920 1.108 -6.655
Cl -2.079 3.578 -5.643
Cl -3.537 1.074 -5.384
Cl -1.150 1.538 -3.787
C -4.242 3.529 -1.816
Cl -3.291 2.067 -1.450
Cl -5.721 3.539 -0.823
Cl -3.271 4.977 -1.450
Cl -4.686 3.532 -3.542
C -8.154 4.289 2.241
Cl -8.987 3.094 3.266
Cl -8.664 5.931 2.707
Cl -6.392 4.131 2.456
Cl -8.571 4.000 0.533
C 5.785 -3.709 -1.152
Cl 7.086 -2.533 -0.836
Cl 4.592 -3.646 0.170
Cl 4.986 -3.311 -2.694
Cl 6.478 -5.348 -1.248
C 5.009 -0.267 3.737
Cl 5.041 -1.374 2.341
Cl 3.327 0.213 4.076
Cl 5.690 -1.090 5.163
Cl 5.978 1.182 3.368
*
```

=====

Here is a molecular structure, C42H62AsBaN3SSi2 in a non-equilibrium geometry from the OMol25 dataset. Energies are from ωB97M-V/def2-TZVPD.

Calculated values
Relative energy (zero: lowest compared OMol25 entry of this formula, charge and spin): 2.5283 eV
Highest occupied orbital energy: -0.858 eV
LUMO energy: 3.63 eV
Gap between HOMO and LUMO: 4.5 eV

The geometry in ORCA input format:
```
! wB97M-V def2-TZVPD RIJCOSX def2/J DEFGRID3
* xyz -2 1
Ba 1.456 -0.074 -0.412
C 0.095 -3.315 1.689
C 1.454 -3.493 1.364
C 1.537 -3.966 0.031
C 0.221 -4.080 -0.465
C -0.672 -3.668 0.557
C -2.169 -3.517 0.411
C -0.173 -4.591 -1.832
C 2.793 -4.258 -0.758
C 2.593 -3.282 2.331
C -0.419 -2.906 3.051
H -2.502 -2.497 0.643
H -2.748 -4.193 1.062
H -2.479 -3.719 -0.620
H 0.612 -5.232 -2.251
H -0.356 -3.797 -2.570
H -1.087 -5.196 -1.785
H 3.657 -3.713 -0.358
H 2.689 -3.948 -1.804
H 3.068 -5.326 -0.760
H 3.514 -2.983 1.817
H 2.838 -4.188 2.909
H 2.360 -2.496 3.058
H -0.357 -1.827 3.248
H 0.144 -3.398 3.855
H -1.467 -3.201 3.178
C -6.532 0.758 3.327
C -5.313 -0.154 3.544
C -5.169 -1.045 2.314
C -5.566 -1.054 4.766
C -4.064 0.696 3.801
C -4.102 1.638 4.843
C -3.024 2.444 5.134
C -1.868 2.310 4.371
S -0.393 3.188 4.464
C 0.253 2.252 3.095
N -0.562 1.361 2.648
C -1.783 1.375 3.341
C -2.893 0.564 3.061
C 1.610 2.612 2.600
C 2.149 3.815 3.090
C 3.410 4.228 2.712
C 4.138 3.423 1.838
C 3.572 2.259 1.334
C 2.281 1.783 1.676
H -7.426 0.147 3.159
H -6.384 1.399 2.450
H -6.721 1.403 4.191
H -6.106 -1.586 2.141
H -4.374 -1.781 2.436
H -4.946 -0.459 1.416
H -6.442 -1.690 4.592
H -5.746 -0.461 5.669
H -4.700 -1.700 4.950
H -5.002 1.748 5.438
H -3.084 3.171 5.936
H -2.799 -0.158 2.258
H 1.568 4.455 3.753
H 3.815 5.163 3.080
H 5.142 3.717 1.541
H 4.173 1.690 0.618
C 1.249 -3.270 -4.725
Si 1.005 -1.541 -3.996
C 1.262 -0.447 -5.510
C -0.813 -1.388 -3.502
N 1.935 -1.053 -2.691
C 3.310 -0.812 -2.771
C 4.233 -1.759 -3.267
C 5.601 -1.493 -3.348
C 6.088 -0.262 -2.921
C 5.205 0.694 -2.418
C 3.813 0.466 -2.336
N 2.904 1.408 -1.844
Si 2.763 2.993 -2.346
C 2.381 3.168 -4.182
C 1.321 3.763 -1.415
C 4.207 4.180 -2.086
H 2.074 -3.252 -5.453
H 1.495 -4.013 -3.956
H 0.342 -3.611 -5.245
H 0.758 -0.841 -6.404
H 2.341 -0.385 -5.723
H 0.908 0.578 -5.327
H -1.433 -2.125 -4.032
H -1.190 -0.387 -3.760
H -0.963 -1.550 -2.423
H 3.844 -2.720 -3.599
H 6.274 -2.246 -3.739
H 7.147 -0.039 -2.979
H 5.580 1.660 -2.090
H 1.351 2.846 -4.398
H 3.052 2.514 -4.762
H 2.507 4.198 -4.542
H 0.391 3.198 -1.595
H 1.148 4.797 -1.750
H 1.514 3.778 -0.331
H 5.061 3.900 -2.722
H 4.546 4.169 -1.039
H 3.914 5.207 -2.344
C -4.270 1.184 0.494
As -2.369 1.130 0.040
C -2.622 1.503 -1.876
C -1.987 2.974 0.592
H -4.730 2.059 0.032
H -4.372 1.243 1.579
H -4.768 0.280 0.140
H -3.296 2.349 -2.022
H -3.031 0.619 -2.365
H -1.659 1.729 -2.340
H -2.602 3.674 0.025
H -0.931 3.204 0.435
H -2.204 3.077 1.658
*
```

=====

Which formula does entry 3 have? C35H26BBr3CrN4O3